C6H6N2O | ωB97M-V with the def2-TZVPD basis set

```
! wB97M-V def2-TZVPD RIJCOSX def2/J DEFGRID3
* xyz 0 1
N 0.8214 -1.2651 -0.0234
N -1.3989 -0.5739 -0.2062
O -0.5756 -0.0118 -2.3183
H 1.9486 0.0447 -1.4183
H 1.8745 1.8278 -0.0171
H -2.2130 1.0986 -1.5683
C 1.3486 -0.0099 -0.4627
H -0.6649 1.3839 3.4825
H -0.7248 -2.2455 0.8485
C 0.7634 1.0330 1.6412
C 1.2994 0.9975 0.3740
C -0.3910 -1.4321 0.2471
C -1.3705 0.1892 -1.3975
H -2.3609 -0.4314 0.3044
C 0.1481 1.1040 2.6850
*
```

Summary:
- Calculated total energy: -11342.91338 eV
- SMILES: C#C/C=C\N=C/NC=O

Want to see where the charge sits? The natural (NBO) charges in e are: atom 1 (N): -0.430, atom 2 (N): -0.682, atom 3 (O): -0.574, atom 4 (H): 0.235, atom 5 (H): 0.236, atom 6 (H): 0.141, atom 7 (C): 0.054, atom 8 (H): 0.261, atom 9 (H): 0.187, atom 10 (C): -0.032, atom 11 (C): -0.391, atom 12 (C): 0.301, atom 13 (C): 0.533, atom 14 (H): 0.420, atom 15 (C): -0.259

***

C46H62CsN6O5PS | ωB97M-V with the def2-TZVPD basis set

```
! wB97M-V def2-TZVPD RIJCOSX def2/J DEFGRID3
* xyz -2 1
S -4.3690 1.8781 3.4356
H -2.1057 -6.0589 -0.4718
O 2.9814 0.6087 4.5244
C 0.8001 4.0071 5.4785
C 2.8405 -3.0351 -3.3180
C 2.2406 2.2082 6.1449
H -0.0317 5.4401 -7.2870
N 0.8551 3.0839 -6.2050
C -0.1810 4.5591 -7.9094
H 3.2236 -2.9139 -4.3386
H 0.3221 -4.9524 -4.6204
H -6.6265 -2.6488 3.8870
H -1.5704 -1.7674 -1.9617
H -1.1750 4.1560 -7.7144
C 2.5073 3.6856 -3.0596
C -3.8310 0.6452 2.2833
C -1.6580 -4.6193 -2.5486
H -0.8310 0.0920 -3.8132
H -0.4966 -6.2803 0.2074
C 2.2887 1.7427 4.8332
C -1.1156 -5.6000 -0.3787
H -5.5158 1.1004 -1.5467
H -1.7248 2.7650 -0.3547
H 2.7298 -6.7578 -1.2119
H 1.5197 -3.8917 -5.3534
H -1.8599 -3.6489 -2.0950
C -3.5122 0.8186 -2.2447
H -1.6257 1.9347 -5.6198
H -0.7382 3.0406 -3.7698
C -4.1648 -0.7699 2.4794
C -0.2886 -6.7009 -2.4499
H 0.3054 -3.2154 -4.2512
C 1.4481 -4.5214 1.1077
O 0.5222 2.0956 1.7590
C -5.6974 -2.3967 3.3874
C -0.5457 -5.3489 -1.7826
H 3.2356 0.8949 0.3500
H -6.0504 -0.2919 3.4423
H 3.6964 -3.1025 -2.6511
H -1.4218 -4.4534 -3.5977
H 3.2703 -3.1000 -0.3655
C -2.7145 5.2060 1.8009
N 0.0995 2.9261 -1.9045
C 2.4321 3.4149 -1.7098
C 0.8898 3.5229 -7.5946
H -0.0307 -6.5969 -3.5030
C 2.3065 -6.4117 -0.2684
C 1.2072 3.0419 -1.1685
H -4.3670 2.3250 -1.0000
H -2.5687 -5.2277 -2.5038
H -1.2041 -7.3042 -2.3988
N 0.5099 -2.6981 -1.3344
H -5.0485 -4.4374 3.1653
C 1.4375 3.9106 -5.2912
H 2.7788 1.6665 6.9180
H -1.1686 0.3333 -6.1759
H 1.1540 1.0643 -6.5928
C 2.0564 -4.9025 -0.2517
H 2.7908 0.1572 -0.9274
C 0.1871 3.1599 -3.2116
H 3.0207 -6.6644 0.5262
H -3.9123 4.9322 3.5668
O 3.5721 0.4916 -0.4826
C -3.6371 -3.0509 2.3143
H -2.6109 6.2745 1.9478
C -1.7024 0.0800 -3.1842
H 0.2631 4.0027 3.3937
H 0.5064 -7.2662 -1.9610
H 1.8766 3.9385 -7.8074
C 2.7541 -5.5283 -3.5414
C 1.5082 3.3399 6.4670
C -4.6494 1.6925 -1.8450
H -1.1932 1.6753 -7.3234
N -2.6231 1.0769 -3.1496
H 3.4351 4.0007 -3.5212
Cs -0.2638 -0.5132 0.5799
C -3.4429 4.4600 2.7128
H 3.5804 -5.6383 -2.8402
N -3.1007 1.1015 1.3244
C -2.2107 3.2342 0.4915
H 0.7189 1.4367 -4.9386
C -2.0760 -0.8500 -2.2422
H -3.6287 -0.7084 -0.7915
O 2.7121 1.6157 1.8923
C 0.8419 3.5274 4.1760
H 2.2600 -2.1571 -3.0318
H 1.0428 -3.5097 1.0690
H -4.9258 2.3345 -2.6791
C -0.9591 1.3968 -6.2941
H 1.3975 -6.9815 -0.0726
H 0.6482 -5.1926 1.4146
H -1.2281 -4.6633 0.1675
H 3.3018 3.4588 -1.0697
H 1.4834 3.6860 7.4936
H 2.1557 -6.4407 -3.5057
C -4.8127 -3.3936 2.9739
C 1.3668 3.5463 -3.8423
C 3.4099 -4.1803 -0.3175
C -2.9288 2.4706 1.4086
C 0.9464 -4.0778 -4.4377
H 3.9818 -4.4145 0.5872
H -2.9935 -3.8749 2.0075
H 4.0114 -4.4967 -1.1693
C -2.1092 4.5950 0.6972
H 2.2319 -4.5601 1.8713
C -5.3641 -1.0793 3.1385
C 1.5960 2.4154 3.8250
C -3.2333 -1.7291 2.0254
C 0.4983 1.6884 -5.9729
H -1.5354 5.1922 -0.0005
C -3.5489 3.0898 2.5049
P 0.9265 -4.1304 -1.6173
H -0.1281 4.8630 -8.9565
O 1.9937 4.9461 -5.6449
H 1.0907 2.8156 -0.1141
H 3.3103 0.2266 5.3413
H 3.1920 -5.4600 -4.5461
C 1.9268 -4.2712 -3.2707
N -3.2383 -0.3657 -1.6626
H 0.2070 4.8804 5.7188
H 0.7515 2.6353 -8.2149
C 1.6145 1.9892 2.3598
*
```

Summary:
- Calculated total energy: -88560.86142 eV

Löwdin atomic charge list, values in e, 99 entries: atom 1 (S): 1.061, atom 2 (H): 0.079, atom 3 (O): 0.068, atom 4 (C): -0.105, atom 5 (C): -0.119, atom 6 (C): -0.048, atom 7 (H): 0.070, atom 8 (N): -0.059, atom 9 (C): -0.077, atom 10 (H): 0.072, atom 11 (H): 0.051, atom 12 (H): 0.079, atom 13 (H): 0.022, atom 14 (H): 0.066, atom 15 (C): -0.009, atom 16 (C): -0.526, atom 17 (C): -0.105, atom 18 (H): 0.079, atom 19 (H): 0.052, atom 20 (C): -0.260, atom 21 (C): -0.107, atom 22 (H): 0.075, atom 23 (H): 0.088, atom 24 (H): 0.054, atom 25 (H): 0.072, atom 26 (H): 0.044, atom 27 (C): -0.432, atom 28 (H): 0.061, atom 29 (H): 0.104, atom 30 (C): -0.323, atom 31 (C): -0.099, atom 32 (H): 0.072, atom 33 (C): -0.110, atom 34 (O): -0.183, atom 35 (C): -0.142, atom 36 (C): -0.599, atom 37 (H): -0.015, atom 38 (H): 0.072, atom 39 (H): 0.054, atom 40 (H): 0.054, atom 41 (H): 0.079, atom 42 (C): -0.113, atom 43 (N): 0.095, atom 44 (C): -0.035, atom 45 (C): -0.219, atom 46 (H): 0.052, atom 47 (C): -0.100, atom 48 (C): -0.102, atom 49 (H): 0.058, atom 50 (H): 0.077, atom 51 (H): 0.077, atom 52 (N): -0.397, atom 53 (H): 0.078, atom 54 (C): -0.412, atom 55 (H): 0.101, atom 56 (H): 0.073, atom 57 (H): 0.122, atom 58 (C): -0.594, atom 59 (H): 0.000, atom 60 (C): -0.096, atom 61 (H): 0.078, atom 62 (H): 0.094, atom 63 (O): -0.099, atom 64 (C): -0.181, atom 65 (H): 0.088, atom 66 (C): -0.155, atom 67 (H): 0.114, atom 68 (H): 0.054, atom 69 (H): 0.114, atom 70 (C): -0.102, atom 71 (C): -0.118, atom 72 (C): -0.010, atom 73 (H): 0.061, atom 74 (N): 0.080, atom 75 (H): 0.117, atom 76 (Cs): 0.844, atom 77 (C): -0.113, atom 78 (H): 0.053, atom 79 (N): 0.079, atom 80 (C): -0.032, atom 81 (H): 0.103, atom 82 (C): -0.167, atom 83 (H): 0.134, atom 84 (O): -0.020, atom 85 (C): -0.020, atom 86 (H): 0.055, atom 87 (H): 0.040, atom 88 (H): 0.071, atom 89 (C): -0.083, atom 90 (H): 0.052, atom 91 (H): 0.054, atom 92 (H): 0.073, atom 93 (H): 0.109, atom 94 (H): 0.089, atom 95 (H): 0.055, atom 96 (C): -0.140, atom 97 (C): -0.131, atom 98 (C): -0.108, atom 99 (C): -0.322

***

C20H20FN3O | ωB97M-V with the def2-TZVPD basis set

```
! wB97M-V def2-TZVPD RIJCOSX def2/J DEFGRID3
* xyz 0 1
C -0.4296 -1.3252 -1.5315
H -1.5790 -3.3390 -0.1312
C -1.7599 1.7992 -0.7299
H 1.5120 -5.8577 1.9728
F 3.1367 -1.1785 0.4720
C -0.4958 3.1504 -2.3063
H -2.9334 -2.3273 0.4183
H -1.6707 1.4854 -2.8634
C -0.5127 3.6709 0.0640
C -1.0040 -1.7346 1.1995
C -2.7711 -0.5104 -1.3604
C 1.2803 -2.6180 0.9607
H -0.1287 -4.1397 1.5276
C -1.3591 2.6118 0.3290
C -1.8949 -2.3112 0.0868
N 0.3716 -1.5969 0.7692
C 2.6625 -2.4064 0.8249
H -0.1808 3.3616 -3.3171
C 3.6020 -3.3862 1.0565
H 0.0825 0.2494 -0.1201
H 3.9297 -5.4154 1.6577
C 0.7762 5.0973 -1.1534
O -3.2469 0.6356 0.6691
H -0.0020 -2.2928 -1.8271
H 4.6449 -3.1419 0.9269
H -2.6932 -0.1883 -2.3992
C 0.9137 -3.9004 1.3934
C 0.8110 5.4515 0.1626
H -1.3597 -0.7338 1.4623
H 1.3361 6.2600 0.6346
C -2.6516 0.6679 -0.3926
C 0.4421 -0.7451 -0.4020
H -3.7620 -0.9510 -1.2091
C 3.1995 -4.6446 1.4700
N 0.0402 4.5993 0.8980
N -1.8054 -1.5738 -1.1581
H -1.7059 2.3901 1.3276
C -1.3266 2.0898 -2.0390
C 1.8491 -4.8853 1.6454
H 1.2860 5.5846 -1.9599
H -1.0559 -2.3513 2.0964
H 1.4637 -0.6490 -0.7588
H -0.0995 4.6457 1.8930
C -0.0639 3.9577 -1.2522
H -0.4030 -0.6599 -2.3950
*
```

Summary:
- Calculated total energy: -30299.64184 eV
- SMILES: O=C(CN1CCN(c2ccccc2F)CC1)c1ccc2cc[nH]c2c1

Want to see where the charge sits? The natural (NBO) charges in e are: atom 1 (C): -0.233, atom 2 (H): 0.191, atom 3 (C): -0.193, atom 4 (H): 0.212, atom 5 (F): -0.337, atom 6 (C): -0.199, atom 7 (H): 0.214, atom 8 (H): 0.211, atom 9 (C): 0.180, atom 10 (C): -0.238, atom 11 (C): -0.302, atom 12 (C): 0.097, atom 13 (H): 0.203, atom 14 (C): -0.190, atom 15 (C): -0.236, atom 16 (N): -0.429, atom 17 (C): 0.351, atom 18 (H): 0.217, atom 19 (C): -0.261, atom 20 (H): 0.204, atom 21 (H): 0.215, atom 22 (C): -0.300, atom 23 (O): -0.563, atom 24 (H): 0.195, atom 25 (H): 0.227, atom 26 (H): 0.202, atom 27 (C): -0.210, atom 28 (C): -0.004, atom 29 (H): 0.213, atom 30 (H): 0.216, atom 31 (C): 0.560, atom 32 (C): -0.239, atom 33 (H): 0.218, atom 34 (C): -0.239, atom 35 (N): -0.532, atom 36 (N): -0.436, atom 37 (H): 0.235, atom 38 (C): -0.201, atom 39 (C): -0.222, atom 40 (H): 0.226, atom 41 (H): 0.211, atom 42 (H): 0.229, atom 43 (H): 0.417, atom 44 (C): -0.082, atom 45 (H): 0.204

***

C40H46N10O2P2Tc | ωB97M-V with the def2-TZVPD basis set

```
! wB97M-V def2-TZVPD RIJCOSX def2/J DEFGRID3
* xyz 4 4
H 14.0463 6.8129 12.0935
C 20.7696 11.6189 9.7284
C 10.7062 13.9998 10.2305
H 15.1931 8.7174 6.9408
H 20.9479 12.4691 9.0456
H 14.7180 17.5403 8.9468
N 22.8636 11.7147 11.0285
H 20.3094 10.8430 9.1106
C 15.2675 18.0898 13.1962
C 18.2010 16.5963 12.6941
H 12.8789 8.0144 10.1934
C 13.7415 14.7694 6.3806
C 17.7818 15.0345 14.4783
H 14.0885 11.0328 6.5592
H 12.8827 15.8542 4.8994
H 12.8236 14.2843 9.9340
N 13.1776 14.9314 5.1448
N 13.8844 15.8123 7.2481
N 24.7006 10.3507 10.9958
H 22.5107 12.6710 11.0263
H 9.3927 11.7039 12.3864
C 24.1593 11.5243 11.2404
N 14.2865 13.5156 6.5848
H 20.3084 12.6042 11.6571
C 14.6783 14.3749 13.7005
C 14.1155 10.7026 11.8719
C 14.4649 19.2205 13.2836
H 12.8718 10.4619 10.1012
O 20.0086 14.6426 9.5285
P 14.1718 12.4632 11.7358
H 18.3103 12.2420 9.4763
C 9.7414 13.2968 10.9769
P 15.7404 15.2788 12.4805
H 15.4495 8.1018 13.6288
C 12.7381 18.0532 12.0166
H 15.7830 12.5078 13.5312
H 13.6944 14.8098 13.5490
C 18.8708 14.2916 9.8638
H 16.9372 8.6804 8.7703
H 10.3673 14.7010 9.4960
C 14.8582 16.9020 12.5531
H 13.2219 15.9874 11.4490
C 14.1446 7.9167 11.9761
C 15.1902 11.9807 8.1118
N 15.9815 11.8588 9.2078
H 11.7290 18.0548 11.6134
N 24.8902 12.5232 11.6916
H 17.9140 13.4574 12.1440
C 14.8526 10.0839 12.8615
H 22.6690 10.5802 9.2170
H 16.2881 18.1373 13.6439
H 12.6298 20.0807 12.7843
O 17.7251 14.8835 9.7127
C 22.0767 10.8959 10.1550
C 14.6540 15.5744 8.3157
H 21.7548 10.0197 10.7594
C 14.7091 12.8730 13.4462
C 12.4568 12.9933 11.5615
N 15.0770 16.5998 9.1339
H 14.7483 20.1722 13.7126
H 16.8953 10.4833 10.4950
C 16.3170 9.5512 8.6328
H 20.1274 17.6372 12.8733
H 24.4972 13.4805 11.7073
H 8.7223 13.3603 10.6330
C 14.9100 10.8833 7.2512
H 25.5706 10.0610 11.5071
H 14.9882 14.6169 14.6943
C 19.0517 15.2552 14.9967
N 17.5324 12.9338 11.3836
H 17.9335 17.1138 11.7262
H 15.8845 16.3896 9.6548
C 17.3706 15.6472 13.2834
C 12.0199 13.8116 10.5204
H 25.9036 12.3738 11.8011
C 13.4444 9.9842 10.9101
H 15.4093 10.6362 13.5675
C 14.9238 8.6425 12.8596
C 14.8403 13.3303 7.7455
C 16.4133 10.6077 9.5365
H 17.1906 14.1534 14.8721
H 24.0809 9.5731 10.7069
C 19.4497 16.8253 13.2658
C 19.9061 16.2036 14.4386
H 19.2543 14.5441 15.8417
C 13.1955 19.1845 12.6744
C 15.4198 9.6389 7.5741
Tc 15.8172 13.6309 10.4636
N 15.1303 14.3357 8.5864
C 19.8373 12.0189 10.8933
H 11.7317 11.5192 13.0370
H 19.4731 11.0460 11.4019
H 13.1757 14.1771 4.4648
H 20.9035 16.3501 14.8599
C 10.1233 12.3818 11.9384
H 14.0613 12.3608 14.2066
C 13.5680 16.9005 11.9982
H 17.4522 12.0357 11.8999
C 13.4139 8.5982 10.9631
C 11.4509 12.2705 12.2866
C 18.6596 12.8365 10.3618
*
```

Summary:
- Calculated total energy: -81964.88576 eV

Löwdin atomic charge list, values in e, 99 entries: atom 1 (H): 0.143, atom 2 (C): -0.159, atom 3 (C): -0.039, atom 4 (H): 0.173, atom 5 (H): 0.128, atom 6 (H): 0.154, atom 7 (N): 0.068, atom 8 (H): 0.121, atom 9 (C): -0.060, atom 10 (C): -0.116, atom 11 (H): 0.133, atom 12 (C): -0.313, atom 13 (C): -0.101, atom 14 (H): 0.136, atom 15 (H): 0.128, atom 16 (H): 0.070, atom 17 (N): 0.235, atom 18 (N): 0.209, atom 19 (N): 0.220, atom 20 (H): 0.157, atom 21 (H): 0.138, atom 22 (C): -0.468, atom 23 (N): 0.213, atom 24 (H): 0.110, atom 25 (C): -0.340, atom 26 (C): -0.427, atom 27 (C): -0.023, atom 28 (H): 0.129, atom 29 (O): 0.098, atom 30 (P): 0.947, atom 31 (H): 0.133, atom 32 (C): -0.004, atom 33 (P): 1.036, atom 34 (H): 0.117, atom 35 (C): -0.036, atom 36 (H): 0.076, atom 37 (H): 0.085, atom 38 (C): -0.566, atom 39 (H): 0.133, atom 40 (H): 0.119, atom 41 (C): -0.360, atom 42 (H): 0.078, atom 43 (C): -0.024, atom 44 (C): -0.179, atom 45 (N): -0.042, atom 46 (H): 0.119, atom 47 (N): 0.217, atom 48 (H): 0.076, atom 49 (C): -0.067, atom 50 (H): 0.168, atom 51 (H): 0.119, atom 52 (H): 0.118, atom 53 (O): -0.120, atom 54 (C): -0.181, atom 55 (C): -0.396, atom 56 (H): 0.136, atom 57 (C): -0.375, atom 58 (C): -0.345, atom 59 (N): 0.217, atom 60 (H): 0.127, atom 61 (H): 0.110, atom 62 (C): 0.007, atom 63 (H): 0.145, atom 64 (H): 0.159, atom 65 (H): 0.129, atom 66 (C): 0.060, atom 67 (H): 0.179, atom 68 (H): 0.096, atom 69 (C): -0.063, atom 70 (N): -0.065, atom 71 (H): 0.140, atom 72 (H): 0.039, atom 73 (C): -0.395, atom 74 (C): -0.140, atom 75 (H): 0.161, atom 76 (C): -0.114, atom 77 (H): 0.072, atom 78 (C): -0.018, atom 79 (C): -0.313, atom 80 (C): -0.102, atom 81 (H): 0.119, atom 82 (H): 0.140, atom 83 (C): -0.048, atom 84 (C): -0.026, atom 85 (H): 0.138, atom 86 (C): -0.031, atom 87 (C): 0.017, atom 88 (Tc): 1.414, atom 89 (N): -0.004, atom 90 (C): -0.141, atom 91 (H): 0.127, atom 92 (H): 0.151, atom 93 (H): 0.142, atom 94 (H): 0.129, atom 95 (C): -0.035, atom 96 (H): 0.137, atom 97 (C): -0.129, atom 98 (H): 0.113, atom 99 (C): -0.027

***

Number 1: molar mass 122.13 g mol⁻¹. Number 2: molar mass 974.99 g mol⁻¹. Number 3: molar mass 337.40 g mol⁻¹. Number 4: molar mass 858.82 g mol⁻¹.